ORCA calculation (ωB97M-V/def2-TZVPD) on 2 unconnected molecules or ions with the total composition C2H4O4 at a distorted geometry.

Its structure (SMILES) is O=CO.O=CO. The HOMO-LUMO gap comes out at 12.05 eV. Its HOMO energy is -11.122 eV.

Last columns: bonded neighbours and bond lengths (Å).
Element x y z (Å)
1 O 1.222 1.080 0.059  C2 1.216
2 C 1.974 0.131 -0.053  O1 1.216, O3 1.321, H4 1.060
3 O 1.567 -1.117 -0.198  C2 1.321, H5 1.012
4 H 3.008 0.280 0.128  C2 1.060
5 H 0.575 -1.118 -0.002  O3 1.012
6 O -1.178 -1.163 0.019  C7 1.193
7 C -1.919 -0.227 0.037  O6 1.193, O8 1.353, H9 1.211
8 O -1.572 1.053 -0.227  C7 1.353, H10 1.009
9 H -3.083 -0.197 0.371  C7 1.211
10 H -0.593 1.278 -0.134  O8 1.009

***

ORCA calculation (ωB97M-V/def2-TZVPD) on C2H4OP2 in the gas phase at a distorted geometry.

Its structure (SMILES) is C#C[PH]#[PH]O. The HOMO-LUMO gap comes out at 9.80 eV. Its HOMO energy is -9.062 eV.

Last columns: bonded neighbours and bond lengths (Å).
Element x y z (Å)
1 C -2.112 0.308 -0.464  C2 1.242, H6 0.955
2 C -0.987 0.834 -0.446  C1 1.242, P3 1.782
3 P 0.665 1.448 -0.179  C2 1.782, P4 2.170, H7 1.452
4 P 1.318 -0.570 -0.642  P3 2.170, O5 1.663, H8 1.487
5 O 0.769 -1.385 0.700  P4 1.663, H9 1.022
6 H -2.979 -0.092 -0.485  C1 0.955
7 H 0.773 1.450 1.269  P3 1.452
8 H 2.667 -0.210 -0.130  P4 1.487
9 H -0.116 -1.782 0.376  O5 1.022

***

ORCA calculation (ωB97M-V/def2-TZVPD) on 2 unconnected molecules or ions with the total composition C2H4OS at a distorted geometry.

Its structure (SMILES) is C=C.O=S. The HOMO-LUMO gap (spin up / spin down) comes out at 7.78 / 7.79 eV. Its HOMO energy (spin up / spin down) is -9.293 / -9.297 eV.

Last columns: bonded neighbours and bond lengths (Å).
Element x y z (Å)
1 C -1.610 0.760 -0.186  C2 1.291, H3 1.093, H4 1.071
2 C -0.373 0.587 -0.514  C1 1.291, H5 1.025, H6 1.092
3 H -2.049 1.592 0.371  C1 1.093
4 H -2.409 0.149 -0.555  C1 1.071
5 H -0.020 -0.200 -1.069  C2 1.025
6 H 0.505 1.096 -0.113  C2 1.092
7 O 2.978 -2.035 0.308  S8 1.452
8 S 2.978 -1.950 1.758  O7 1.452

***

ORCA calculation (ωB97M-V/def2-TZVPD) on 2 unconnected molecules or ions with the total composition C2H4OS at a distorted geometry.

The HOMO-LUMO gap (spin up / spin down) comes out at 9.09 / 9.08 eV. Its HOMO energy (spin up / spin down) is -9.165 / -9.161 eV.

Last columns: bonded neighbours and bond lengths (Å).
Element x y z (Å)
1 C -0.168 -0.503 1.012  C2 1.492, S4 1.793, H5 1.013, H6 1.062
2 C -0.054 0.642 0.062  C1 1.492, S4 1.646, H7 1.152
3 O 0.549 -0.329 -1.760  H8 1.037
4 S 1.151 0.699 1.182  C1 1.793, C2 1.646
5 H -0.784 -0.633 1.805  C1 1.013
6 H 0.187 -1.396 0.559  C1 1.062
7 H -0.679 1.391 -0.552  C2 1.152
8 H -0.203 0.128 -2.308  O3 1.037

***

One value per record, in order, for relative energy (zero: lowest compared OMol25 entry of this formula, charge and spin): 8.01 22.92 71.17 94.98 kcal per mole.
One value per record, in order, for DFT total energy: -379.5857 -836.4537 -551.9153 -551.8773 Eh.